Entry 1:
ORCA calculation (ωB97M-V/def2-TZVPD) on a cluster of 2 separate species, H2N2O2S in total at a distorted geometry.

Geometry (Å):
N 0.474 0.044 0.156
N -0.692 -0.253 0.567
O 2.907 0.299 -0.410
O -1.701 0.656 -0.140
S 1.860 -0.674 -0.163
H -1.330 -1.638 0.084
H -1.517 1.566 -0.093

Properties
- frontier orbital gap (alpha / beta) (eV) = 7.499 / 7.545
- max |F| (eV/Å) = 4.18
- relative energy (zero: lowest compared OMol25 entry of this formula, charge and spin) (eV) = 4.438

---

Entry 2:
ORCA calculation (ωB97M-V/def2-TZVPD) on a structure of composition C10H17Br2F6MnN2O2.

Geometry (Å):
Mn 0.029 -0.425 0.316
Br 1.917 1.204 1.130
C 1.274 2.215 -0.393
Br 0.664 0.976 -1.741
H 2.086 2.809 -0.795
H 0.417 2.788 -0.063
C -1.599 1.625 2.994
C -2.022 0.642 1.906
O -1.264 0.804 0.757
C -1.828 -0.797 2.420
F -2.391 -1.728 1.642
F -2.186 -1.021 3.666
F -0.452 -1.055 2.337
C -3.512 0.856 1.557
F -3.744 2.150 1.312
F -3.882 0.167 0.474
F -4.297 0.478 2.579
H -0.555 1.449 3.250
H -2.204 1.532 3.895
H -1.701 2.633 2.602
C 2.060 -5.247 -0.579
N 1.527 -4.063 0.088
C 2.502 -3.274 0.823
C 0.326 -3.536 -0.217
O 0.137 -2.289 -0.148
N -0.676 -4.338 -0.616
C -0.857 -5.696 -0.112
C -1.862 -3.752 -1.231
H 3.019 -4.987 -1.029
H 1.390 -5.573 -1.369
H 2.218 -6.066 0.123
H 3.026 -3.924 1.524
H 2.004 -2.493 1.390
H 3.235 -2.823 0.149
H -0.048 -5.974 0.555
H -0.913 -6.412 -0.933
H -1.791 -5.738 0.451
H -1.595 -2.859 -1.787
H -2.613 -3.498 -0.482
H -2.284 -4.482 -1.920

Properties
- frontier orbital gap (alpha / beta) (eV) = 9.148 / 8.791
- max |F| (eV/Å) = 0.74
- relative energy (zero: lowest compared OMol25 entry of this formula, charge and spin) (eV) = 0.000
- ⟨S²⟩ = 0.764
- total charge = +1
- spin multiplicity = 2

---

Entry 3:
ORCA calculation (ωB97M-V/def2-TZVPD) on a cluster of 2 separate species, CH9N2OSi in total at a distorted geometry.

Geometry (Å):
C -0.046 0.352 -0.306
N 1.052 -2.075 1.879
N -0.453 -0.742 0.205
O -0.629 0.853 -1.333
Si -0.701 2.398 -1.999
H 0.830 0.779 0.206
H 1.164 -3.132 1.944
H 0.346 -2.028 2.726
H -1.389 -0.923 -0.220
H 1.884 -1.420 2.132
H 0.121 -1.358 0.875
H -2.062 2.340 -1.884
H 0.180 3.051 -1.015
H -0.298 1.905 -3.210

Properties
- frontier orbital gap (eV) = 12.024
- max |F| (eV/Å) = 3.48
- relative energy (zero: lowest compared OMol25 entry of this formula, charge and spin) (eV) = 1.121
- total charge = +1